Entry 1:
101
Properties=species:S:1:pos:R:3:forces:R:3:mulliken_charge:R:1 method="wB97M-V/def2-TZVPD" orbital_gap_ev=8.107 lumo_ev=0.064 total_energy_ha=-4505.0417 smiles="C=CC[C@@](F)(O[C@](CCOCC(F)(F)C(F)(F)C(F)(F)C(F)F)(COC)[C@H](O[C@@H](CCCS(=O)(=O)O)[C@H](I)[C@@H](C)I)[PH2]=S)[C@H](C)F.CCO.CCO" homo_ev=-8.0
C 6.754591 -0.210766 2.076180 0.20 0.06 -0.73 -0.7732
C 6.241646 0.254416 0.894398 0.01 0.06 0.99 -0.7767
C 4.760849 0.145665 0.591881 0.28 1.74 0.23 0.1408
C 4.157620 1.483840 0.148891 0.96 0.14 0.40 0.7388
F 5.039065 1.953688 -0.820846 -0.43 -0.15 -0.37 -0.4687
O 2.915991 1.548838 -0.475718 -0.09 -0.21 0.59 -0.5061
C 1.855849 0.603461 -0.494262 -1.30 -0.30 -1.22 1.8780
C 2.234834 -0.813627 -0.978275 0.45 0.02 -0.01 -1.7890
C 1.074361 -1.763517 -1.224024 0.28 -0.53 0.13 -0.3868
O 1.661102 -3.004809 -1.648112 -0.01 0.23 0.11 -0.3981
C 0.919942 -4.142628 -1.335057 -0.28 -0.30 -0.36 -1.1010
C 1.460313 -4.896826 -0.094842 0.43 0.58 -0.30 1.2145
F 0.636356 -4.719719 0.966271 -0.05 -0.22 0.10 -0.3026
F 2.664996 -4.384735 0.234430 0.04 -0.08 0.15 -0.3133
C 1.719668 -6.404112 -0.321950 -0.08 0.27 -0.42 0.4098
F 2.438864 -6.908526 0.683154 -0.15 -0.11 0.36 -0.2947
F 2.487486 -6.497017 -1.434742 0.00 -0.02 -0.18 -0.3017
C 0.477846 -7.289671 -0.576207 0.14 -0.40 0.42 0.6675
F -0.142931 -6.900423 -1.706097 -0.05 0.20 -0.04 -0.2802
F 0.939752 -8.545853 -0.785716 0.10 -0.06 0.02 -0.3049
C -0.572801 -7.415060 0.548158 -0.26 -0.23 -0.16 0.1087
F -1.493606 -6.433739 0.442615 0.07 0.13 0.08 -0.2425
F -0.000363 -7.367710 1.762729 0.06 0.10 0.03 -0.2358
C 1.005516 1.180610 -1.673202 -0.03 0.56 -0.26 -1.8715
O -0.372592 0.895284 -1.563566 0.17 -0.23 -0.02 0.0047
C -0.998487 0.948882 -2.832015 -0.21 0.07 0.01 -1.3464
C 0.899710 0.632151 0.716609 0.27 0.58 0.88 -0.2797
O 0.411994 1.956010 0.876997 0.38 -0.46 0.37 -0.3261
C -0.712521 2.125317 1.744568 -0.18 1.41 -0.66 -0.3197
C -0.352917 3.264499 2.705244 0.12 -0.21 0.73 -1.5995
C 0.280730 2.812495 4.037100 -0.45 0.31 -0.04 -0.0035
C 0.026256 3.841996 5.153971 -0.50 -0.50 -0.46 -0.8965
S -0.242602 3.103071 6.749816 1.14 0.83 1.15 1.2491
O 1.001011 2.526910 7.177377 -0.20 -0.40 -0.40 -0.6214
O -0.864271 4.065133 7.600816 -0.33 -0.17 -0.41 -0.6372
O -1.296163 1.931912 6.538006 -0.04 0.05 -0.30 -0.4530
C -1.943983 2.485214 0.877099 0.07 -0.66 0.36 -0.5509
I -1.943944 4.514960 0.165460 -0.02 -0.10 0.00 0.0025
C -3.303950 2.073675 1.486916 -0.09 0.17 -0.82 -0.4597
C -3.778638 0.742156 0.908350 -0.07 0.42 -0.10 -1.1917
I -3.414465 2.034618 3.632132 -0.14 0.02 0.05 0.1043
P 1.607892 -0.017225 2.310022 0.08 -1.38 -0.06 0.4143
S 2.052805 -1.915445 2.319241 0.07 0.18 -0.08 -0.3115
C 4.293617 2.529283 1.322495 -0.10 0.42 -0.39 0.3297
C 3.155067 3.523411 1.431216 0.46 0.29 0.47 -1.0948
F 5.459629 3.268577 1.118523 0.05 -0.20 0.01 -0.4303
H 6.538682 0.236267 3.043786 -1.53 -1.23 0.23 0.2650
H 7.467151 -1.033754 2.049505 1.45 1.27 0.08 0.2642
H 6.901387 0.708022 0.159167 0.06 -1.56 -0.91 0.3778
H 4.747202 -0.538310 -0.256001 -0.13 -0.20 0.17 0.4270
H 4.310919 -0.293020 1.479625 -0.44 -0.13 -0.23 -0.0153
H 2.935301 -1.344988 -0.343069 -0.16 0.05 0.26 0.2633
H 2.732484 -0.662788 -1.940326 0.15 -0.01 0.08 0.5145
H 0.409644 -1.435433 -2.023964 -0.17 0.18 0.19 -0.0404
H 0.532377 -1.953231 -0.294979 -0.17 0.16 -0.06 0.5382
H 0.952554 -4.798756 -2.203574 0.10 -0.06 0.05 0.5393
H -0.136680 -3.929651 -1.146146 0.02 0.08 0.06 0.3448
H -1.070232 -8.380940 0.435915 -0.05 0.01 -0.05 0.2878
H 1.382038 0.749556 -2.607260 0.09 -0.05 0.05 0.6991
H 1.162859 2.260395 -1.754182 -0.01 0.02 0.27 0.5010
H -1.032171 1.964856 -3.239687 0.11 0.05 0.12 0.4206
H -2.022812 0.601957 -2.719593 0.03 -0.07 0.02 0.3146
H -0.478865 0.319954 -3.557707 -0.03 -0.11 0.06 0.5353
H 0.055007 -0.040940 0.541094 0.14 -0.16 -0.26 0.9854
H -0.994049 1.216399 2.282185 0.24 -0.14 -0.05 0.8011
H -1.252039 3.809478 2.985333 -0.08 0.02 -0.26 0.7507
H 0.294909 3.960141 2.173887 -0.03 0.01 -0.06 0.6320
H 1.347298 2.621630 3.937637 -0.01 -0.25 0.13 0.0928
H -0.260699 1.910144 4.324153 0.30 -0.20 -0.04 0.1373
H 0.855815 4.529985 5.297363 -0.07 0.10 0.11 0.4015
H -0.896912 4.381738 4.940066 0.09 0.19 0.09 0.4308
H -0.816469 1.134582 6.266138 -0.05 -0.06 0.14 0.3702
H -1.834982 1.918289 -0.046143 0.04 0.05 -0.03 -0.1701
H -4.044829 2.803295 1.171139 -0.01 0.14 0.38 0.7992
H -3.061703 -0.065095 1.056400 -0.11 -0.09 0.09 0.3010
H -3.927524 0.910374 -0.162502 0.19 -0.13 -0.05 0.1928
H -4.763213 0.503253 1.307440 0.14 -0.28 0.17 0.5415
H 2.653268 0.825984 2.717028 -0.20 0.32 -0.05 0.0291
H 0.594634 0.179249 3.252781 0.03 0.57 -0.04 -0.0651
H 4.477363 1.999230 2.260345 -0.21 -0.08 0.00 0.3590
H 2.419048 3.176261 2.150860 -0.29 -0.06 -0.31 -0.2347
H 2.715257 3.785418 0.474291 -0.17 -0.23 0.00 0.3510
H 3.584074 4.434545 1.853481 0.01 -0.03 0.05 0.6104
C -4.006438 1.394058 -6.786459 -0.03 -0.07 0.04 -1.1982
C -3.138719 1.697131 -5.579719 0.01 0.00 -0.17 -0.1444
O -2.261384 0.611806 -5.285043 -0.08 0.00 -0.11 -0.4457
H -4.588380 0.487428 -6.614584 -0.03 0.02 0.03 0.2672
H -4.690991 2.217414 -6.995104 0.01 0.01 -0.02 0.3568
H -3.391615 1.223905 -7.673497 -0.01 0.07 -0.02 0.3768
H -3.751813 1.844010 -4.691407 0.04 -0.04 0.04 0.2274
H -2.553608 2.607525 -5.750268 -0.05 0.04 0.04 0.3374
H -1.701502 0.475255 -6.055872 0.00 -0.06 0.00 0.2493
C -5.583734 -1.447910 -3.504313 0.11 0.10 -0.09 -1.0333
C -5.754040 -0.357583 -2.464204 -0.25 0.04 -0.17 -0.0535
O -5.614935 0.948279 -3.021133 0.19 -0.02 0.04 -0.4837
H -4.604226 -1.368300 -3.978870 0.02 -0.01 0.04 0.2306
H -5.678102 -2.437154 -3.054925 -0.03 0.00 0.00 0.3520
H -6.336979 -1.352091 -4.290184 -0.05 -0.05 0.04 0.3229
H -4.991018 -0.445278 -1.692239 0.00 0.05 0.02 0.0418
H -6.737001 -0.430895 -1.986972 0.06 -0.13 0.11 0.3745
H -6.292733 1.053638 -3.695726 -0.01 0.03 0.00 0.2753

---

Entry 2:
87
Properties=species:S:1:pos:R:3:forces:R:3:mulliken_spin:R:1 method="wB97M-V/def2-TZVPD" orbital_gap_ev="9.581 / 8.907" lumo_ev="-1.877 / -2.536" total_energy_ha=-2908.2505 spin_multiplicity=4 homo_ev="-11.5 / -11.4" charge=+1
Co -0.050751 0.061058 0.356461 0.18 0.15 -0.31 2.7605
C -1.770393 2.472781 1.891720 -0.02 0.03 0.04 0.0152
C -2.270263 3.183480 0.645431 0.06 -0.03 0.03 -0.0089
C -3.790687 3.074873 0.512576 -0.03 -0.03 0.00 0.0006
C -1.605826 2.683715 -0.602461 -0.01 0.16 0.03 0.0144
C -1.558313 3.342738 -1.827833 0.09 -0.07 -0.10 0.0102
C -0.864266 2.510660 -2.687803 -0.01 0.04 0.02 0.0093
C -0.410882 2.881629 -4.075979 -0.02 0.10 0.05 -0.0018
C 1.109483 2.792053 -4.188803 0.03 -0.05 -0.03 0.0011
C -1.108896 2.164293 -5.227890 -0.04 -0.04 -0.03 0.0008
N -0.541463 1.392849 -2.002285 -0.02 0.11 0.06 -0.0121
N -0.977330 1.516269 -0.709853 -0.09 -0.25 0.10 0.0454
B 0.030656 0.027623 -2.483438 -0.01 0.05 -0.18 0.0054
N 1.493185 -0.138193 -1.953214 0.12 -0.15 0.14 -0.0059
N 1.716203 0.144309 -0.623188 -0.16 0.30 0.13 0.0168
C 3.035004 0.165750 -0.421882 0.02 -0.15 -0.07 0.0194
C 3.675625 -0.157042 -1.609497 -0.11 0.01 -0.05 0.0083
C 2.683615 -0.348662 -2.557505 0.07 0.04 0.02 0.0172
C 3.019516 -0.790851 -3.962710 0.09 -0.09 0.03 -0.0036
C 3.897720 0.246744 -4.669058 0.03 0.03 -0.02 0.0008
C 1.892769 -1.254034 -4.865765 -0.09 -0.03 -0.03 0.0004
C 3.748038 0.555119 0.840704 0.04 -0.02 -0.02 -0.0087
C 2.943102 0.411650 2.117141 -0.02 -0.01 0.11 0.0214
C 4.267398 1.989504 0.697397 0.01 0.05 -0.02 -0.0002
N -0.873121 -1.132401 -1.957683 -0.04 -0.03 0.18 -0.0160
N -0.736230 -1.575181 -0.661808 0.19 -0.15 0.17 0.0422
C -1.427065 -2.713995 -0.551552 -0.08 0.07 -0.10 0.0067
C -2.056816 -2.982658 -1.764090 0.02 0.10 -0.01 0.0124
C -1.711179 -1.956812 -2.620603 -0.03 -0.05 -0.08 0.0087
C -2.357082 -1.721054 -3.960759 -0.11 -0.04 0.06 -0.0008
C -3.159633 -0.417757 -3.909503 0.01 0.03 -0.03 0.0011
C -1.476116 -1.822595 -5.199501 0.08 -0.04 -0.06 0.0002
C -1.473906 -3.651567 0.622560 -0.03 -0.03 -0.01 -0.0032
C -0.686428 -4.919143 0.270958 0.02 -0.03 0.00 0.0004
C -0.988554 -3.088919 1.944303 0.11 0.01 0.07 0.0048
H -2.209802 2.910767 2.788970 0.01 0.02 -0.02 0.0003
H -2.044650 1.414215 1.882825 -0.02 0.02 -0.04 -0.0025
H -0.683675 2.557723 1.972477 -0.02 0.02 -0.03 0.0053
H -2.008555 4.242892 0.729397 -0.03 -0.02 0.00 -0.0008
H -4.090117 2.029343 0.415980 0.00 -0.02 0.00 -0.0002
H -4.283412 3.491544 1.391053 0.00 0.01 0.02 0.0001
H -4.152320 3.607876 -0.365817 0.01 0.01 -0.01 -0.0002
H -1.946931 4.318302 -2.062379 -0.02 0.04 0.01 0.0008
H -0.684885 3.938064 -4.156929 0.03 -0.03 -0.01 0.0007
H 1.445085 1.761421 -4.084099 -0.02 -0.01 0.00 -0.0001
H 1.438785 3.153746 -5.163505 0.00 0.02 -0.01 0.0002
H 1.602549 3.383657 -3.417187 0.00 0.02 0.02 -0.0002
H -0.844446 1.109557 -5.276244 0.01 0.01 0.01 -0.0003
H -2.193734 2.238135 -5.150890 0.01 0.02 0.01 0.0000
H -0.806586 2.625377 -6.168224 0.00 0.01 -0.02 0.0000
H 0.012498 0.014016 -3.657886 0.02 0.01 -0.10 0.0001
H 4.735830 -0.255149 -1.766027 0.04 0.00 0.00 0.0015
H 3.654927 -1.667558 -3.787319 -0.02 0.04 -0.04 0.0010
H 3.354046 1.171619 -4.860789 -0.03 -0.01 0.00 0.0001
H 4.780871 0.493577 -4.082099 0.01 0.01 0.01 0.0000
H 4.230775 -0.149964 -5.628179 0.01 -0.01 -0.01 0.0001
H 1.300800 -0.422181 -5.246289 0.03 0.03 0.00 0.0001
H 2.323062 -1.765999 -5.726960 0.00 -0.02 0.00 0.0000
H 1.224209 -1.948955 -4.358630 -0.01 0.00 0.00 0.0000
H 4.612277 -0.112977 0.909221 -0.01 0.04 0.00 -0.0006
H 2.117037 1.124988 2.144684 -0.02 0.01 -0.03 -0.0039
H 2.545184 -0.595981 2.240977 -0.01 -0.03 -0.03 0.0019
H 3.581553 0.624340 2.975267 -0.01 0.01 0.01 0.0003
H 3.432313 2.687458 0.606422 -0.02 0.00 0.00 -0.0003
H 4.855362 2.274078 1.570117 0.01 -0.01 0.02 0.0001
H 4.892033 2.100915 -0.187717 0.01 -0.01 0.00 -0.0001
H -2.706249 -3.809974 -1.990865 -0.04 -0.03 0.00 0.0011
H -3.076196 -2.542340 -4.038052 0.01 0.04 0.01 0.0006
H -2.516977 0.433111 -3.688399 0.01 -0.01 0.00 -0.0006
H -3.648576 -0.230547 -4.865996 -0.02 -0.02 -0.01 0.0003
H -3.925808 -0.465728 -3.135482 -0.02 0.00 0.02 -0.0001
H -0.807930 -0.973948 -5.313927 -0.01 -0.01 0.02 -0.0003
H -0.872875 -2.731419 -5.188287 -0.02 0.00 0.01 0.0001
H -2.116661 -1.860635 -6.080615 0.00 0.01 -0.03 0.0000
H -2.524613 -3.931373 0.749580 0.03 0.01 -0.02 -0.0003
H 0.364914 -4.679254 0.100422 0.01 0.02 0.00 -0.0003
H -0.744412 -5.644257 1.082777 -0.01 -0.01 0.02 0.0001
H -1.071540 -5.387991 -0.632483 -0.01 0.00 -0.01 -0.0001
H 0.089308 -2.880042 1.887965 -0.02 0.01 -0.03 -0.0024
H -1.550998 -2.199696 2.231398 -0.06 -0.01 0.00 0.0038
H -1.114377 -3.829942 2.733248 -0.01 0.01 0.00 0.0002
C -0.130519 0.358394 3.695307 0.11 0.11 -0.06 0.0034
O -0.060385 -0.215849 2.370608 -0.09 -0.25 0.17 0.0231
H 0.722440 0.009975 4.276045 -0.04 0.03 0.02 0.0016
H -1.067001 0.061606 4.165747 0.03 0.04 0.02 0.0018
H -0.089114 1.437225 3.596330 0.01 -0.07 0.03 0.0010
H 0.004871 -1.172800 2.481369 -0.06 -0.03 0.00 0.0008